# 1
# C4H5NO2S2

C4H5NO2S2 in the gas phase in a non-equilibrium geometry (the ωB97M-V functional and the def2-TZVPD basis, the OMol25 dataset).

XYZ file:
```
14
C4H5NO2S2, DFT the ωB97M-V functional and the def2-TZVPD basis
C -0.6423 0.5514 0.5515
C 1.5232 0.6684 -0.8233
C -2.0044 0.6654 -0.0783
C -0.9878 -1.5983 0.3505
N -0.2954 -0.7286 0.9631
O 0.4012 1.0982 -0.4761
O 3.8960 -0.4994 -0.5131
S -2.1943 -0.9898 -0.7786
S 2.3779 -0.4710 0.1246
H -0.6978 1.3606 1.3715
H -2.8412 0.7999 0.5868
H -1.7329 1.4887 -0.8013
H -0.9549 -2.7373 0.3732
H 4.1527 0.3919 -0.8503
```

Properties
Energy relative to the best compared isomer or geometry (same formula, charge and spin), kcal/mol: 95.1
F_max, eV Å⁻¹: 3.73
Multiplicity: 1
HOMO-LUMO gap, hartree: 0.302

=====

# 2
# C24H21BClCsN10O6

A molecular structure, C24H21BClCsN10O6 (the ωB97M-V functional and the def2-TZVPD basis, the OMol25 dataset).

XYZ file:
```
64
C24H21BClCsN10O6, DFT the ωB97M-V functional and the def2-TZVPD basis
Cs -0.8957 -0.9669 0.8571
C 2.0654 -5.0062 2.3755
C 0.8099 -4.4908 2.0171
N 0.9257 -3.4726 1.1780
N 2.2510 -3.3109 0.9781
C 2.9554 -4.2127 1.6892
B 2.7837 -2.1576 0.1083
N 2.3606 -0.8115 0.7299
C 2.2019 0.3755 0.0975
C 1.9205 1.3309 1.0468
C 1.9468 0.6156 2.2600
N 2.2176 -0.6673 2.0646
N 2.2214 -2.1946 -1.3325
C 2.8286 -2.5485 -2.4846
C 1.9118 -2.4259 -3.5042
C 0.7434 -1.9851 -2.8621
N 0.9333 -1.8511 -1.5594
N 4.3252 -2.2125 0.0910
C 5.1686 -1.3362 0.6808
C 6.4530 -1.7904 0.4902
C 6.2873 -2.9815 -0.2371
N 5.0087 -3.2381 -0.4632
H 2.2903 -5.8258 3.0360
H -0.1703 -4.8140 2.3345
H 4.0307 -4.2330 1.6473
H 2.2835 0.4394 -0.9753
H 1.6906 2.3724 0.8999
H 1.7642 0.9814 3.2584
H 3.8552 -2.8710 -2.4832
H 2.0659 -2.6259 -4.5506
H -0.2223 -1.7550 -3.2862
H 4.7960 -0.4666 1.1955
H 7.3668 -1.3308 0.8252
H 7.0407 -3.6638 -0.6002
O -2.2320 5.6700 0.1769
C -2.5814 4.5995 0.6191
C -1.6951 3.5773 1.2926
O -0.5017 3.6827 1.4834
C -2.5575 2.4144 1.6689
C -3.9549 2.6814 1.2262
O -4.8955 1.9173 1.3672
C -3.9916 4.0427 0.5846
O -4.9562 4.5979 0.1079
O -2.1848 1.3926 2.2370
C -3.2451 4.7328 -2.9072
C -2.8525 3.3658 -2.4322
C -3.8006 2.3783 -2.1940
C -3.3979 1.1473 -1.7020
N -2.1279 0.8392 -1.4468
C -1.2148 1.7843 -1.6801
C -1.5240 3.0453 -2.1605
H -4.2623 4.7374 -3.2955
H -2.5658 5.0814 -3.6865
H -3.1970 5.4426 -2.0783
H -4.8529 2.5758 -2.3541
H -4.1322 0.3777 -1.4884
H -0.1868 1.5132 -1.4564
H -0.7392 3.7775 -2.3037
Cl -3.1898 -1.8907 3.7003
C -4.3352 -0.8625 2.8152
H -3.9538 0.1581 2.8060
H -5.3308 -0.9460 3.2423
O -5.4266 -1.3966 0.9380
N -4.3297 -1.3054 1.3976
```

Properties
Energy relative to the best compared isomer or geometry (same formula, charge and spin), kcal/mol: 0.5
F_max, eV Å⁻¹: 0.13
Multiplicity: 2
Total charge: -1
HOMO-LUMO gap (alpha / beta), hartree: 0.264 / 0.252

=====

# 3
# C5H8O

2 unconnected molecules or ions with the total composition C5H8O (the ωB97M-V functional and the def2-TZVPD basis, the OMol25 dataset).

XYZ file:
```
14
C5H8O, DFT the ωB97M-V functional and the def2-TZVPD basis
O -0.2113 0.4840 -2.4413
C -0.7996 0.5032 -1.3839
C -0.9851 -0.6833 -0.5075
C -1.0410 -0.4774 0.9860
C -2.1700 -0.7347 0.4263
H -1.2423 1.4443 -0.9845
H -0.5600 -1.5999 -0.9212
H -0.4318 -0.2677 1.8477
H -3.2302 -0.9141 0.4715
C 2.1335 0.4467 0.5005
H 3.1009 0.9503 0.5564
H 2.1645 -0.4662 1.1027
H 1.9122 0.1971 -0.5404
H 1.3601 1.1177 0.8877
```

Properties
Energy relative to the best compared isomer or geometry (same formula, charge and spin), kcal/mol: 71.3
F_max, eV Å⁻¹: 0.57
SMILES: O=CC1C=C1.C
Multiplicity: 1
HOMO-LUMO gap, hartree: 0.381

=====

# 4
# C8H14ClN2O2Os

A molecular structure, C8H14ClN2O2Os in a non-equilibrium geometry (the ωB97M-V functional and the def2-TZVPD basis, the OMol25 dataset).

XYZ file:
```
28
C8H14ClN2O2Os, DFT the ωB97M-V functional and the def2-TZVPD basis
C 1.9468 0.9113 -2.0278
Os -0.0794 -0.0394 -2.2411
N -0.9618 -1.9741 -2.1169
N 0.2587 -0.1143 -4.2409
H -1.9592 -1.8893 -1.9142
H 1.9024 -0.2006 -1.8624
H 2.4630 1.1054 -1.0711
H 1.4576 1.9455 -2.1066
H 2.6685 0.9661 -2.8428
H -0.6094 -0.0020 -4.8036
H 0.7015 -0.9922 -4.5099
H 0.9051 0.6325 -4.5763
H -0.8504 -2.5756 -2.9393
H -0.5260 -2.4542 -1.2975
Cl -1.1267 1.6739 6.0438
C -0.8151 1.0516 4.4937
C -0.2432 -0.2265 4.3548
C -0.0168 -0.7603 3.0608
C -0.3583 -0.0191 1.9057
C -0.9122 1.2636 2.0656
C -1.1421 1.7955 3.3349
C -0.1654 -0.5973 0.5336
O 0.1858 -1.7705 0.3656
O -0.4370 0.2389 -0.4452
H 0.0109 -0.7986 5.2472
H 0.4272 -1.7481 2.9488
H -1.1485 1.8165 1.1784
H -1.5760 2.7613 3.4628
```

Properties
F_max, eV Å⁻¹: 4.02
Multiplicity: 5
Total charge: +1
HOMO-LUMO gap (alpha / beta), hartree: 0.239 / 0.254

=====

# 5
# C18H15B2BrF8MnN3O6

A molecular structure, C18H15B2BrF8MnN3O6 in a non-equilibrium geometry (the ωB97M-V functional and the def2-TZVPD basis, the OMol25 dataset).

XYZ file:
```
54
C18H15B2BrF8MnN3O6, DFT the ωB97M-V functional and the def2-TZVPD basis
Mn -0.1001 2.2868 2.0908
Br -1.8839 5.0629 0.7498
B 0.2119 2.2681 5.2044
F 1.2309 2.7329 4.4524
F 0.5148 2.2084 6.5402
F -0.6988 3.2305 5.0004
F -0.1632 1.1645 4.5765
B 2.6796 5.0954 0.4570
F 2.0934 6.0728 1.2735
F 2.1829 5.3692 -0.8279
F 4.0389 5.1752 0.4984
F 2.2009 3.8918 0.9039
C -8.6061 0.6233 0.7277
C -7.6184 1.5895 0.5347
C -6.2941 1.3135 0.9451
C -5.8988 0.0335 1.2964
C -6.8926 -0.9221 1.4391
C -8.2826 -0.6676 1.1294
N -4.4759 -0.3771 1.4284
O -4.2680 -1.5667 1.3454
O -3.6679 0.5736 1.6461
H -9.6206 0.9432 0.5409
H -7.9085 2.5680 0.1815
H -5.5480 2.0706 0.7538
H -6.6034 -1.8567 1.8966
H -9.0351 -1.4373 1.2175
C 4.1938 -5.0465 -0.0589
C 5.1805 -4.4927 0.7993
C 4.8969 -3.3261 1.4428
C 3.6744 -2.6939 1.1757
C 2.7092 -3.2564 0.4025
C 2.8936 -4.5302 -0.1853
N 3.3280 -1.4117 1.9473
O 2.2605 -0.8500 1.7039
O 4.1122 -1.0266 2.7928
H 4.5062 -5.9361 -0.5855
H 6.0796 -5.0780 0.9239
H 5.7671 -3.0027 1.9946
H 1.7206 -2.8646 0.2136
H 2.1159 -4.9773 -0.7867
C 3.4582 -0.1939 -5.4500
C 3.7891 0.2293 -4.1396
C 2.7774 0.5139 -3.2373
C 1.4470 0.2052 -3.5583
C 1.1483 -0.2717 -4.8529
C 2.1217 -0.4976 -5.7665
N 0.3421 0.4468 -2.5494
O 0.5638 1.0391 -1.5304
O -0.7414 -0.1463 -2.7488
H 4.2336 -0.2423 -6.2003
H 4.7804 0.4282 -3.7597
H 2.9918 0.8804 -2.2443
H 0.0995 -0.5029 -4.9666
H 1.9629 -0.8412 -6.7779
```

Properties
Energy relative to the best compared isomer or geometry (same formula, charge and spin), kcal/mol: 153.3
F_max, eV Å⁻¹: 4.94
Multiplicity: 6
Total charge: -1
HOMO-LUMO gap (alpha / beta), hartree: 0.206 / 0.215

=====

# 6
# H3NP2

A molecular structure, H3NP2 in a non-equilibrium geometry (the ωB97M-V functional and the def2-TZVPD basis, the OMol25 dataset).

XYZ file:
```
6
H3NP2, DFT the ωB97M-V functional and the def2-TZVPD basis
N 0.6836 2.3987 -1.2205
P -1.1921 -0.7576 0.9847
P 0.3139 1.1020 -0.5808
H -0.4882 -1.3851 0.0560
H -0.2482 -1.1851 2.0460
H 0.9309 -0.1729 -1.2854
```

Properties
Energy relative to the best compared isomer or geometry (same formula, charge and spin), kcal/mol: 69.9
F_max, eV Å⁻¹: 2.89
Multiplicity: 1
HOMO-LUMO gap (alpha / beta), hartree: 0.253 / 0.287

=====

Q: The highest multiplicity belongs to which entry?
A: C18H15B2BrF8MnN3O6